Entry 1:
{
  "formula": "C7H14N2",
  "method": "ωB97M-V/def2-TZVPD",
  "homo_lumo_gap_ev": 9.480,
  "fmax_ha_per_bohr": 0.0252,
  "de_lowest_kj_mol": 50.27,
  "total_energy_ev": -10465.846,
  "e_homo_ev": -8.620,
  "elements": ["C", "C", "C", "C", "N", "N", "H", "H", "H", "H", "H", "H", "C", "C", "C", "H", "H", "H", "H", "H", "H", "H", "H"],
  "coordinates": [[-0.658, 1.909, -2.458], [-1.925, 0.195, 0.387], [-1.355, 1.482, -1.198], [-1.967, 2.283, -0.277], [-1.274, 0.194, -0.743], [-2.392, 1.434, 0.707], [-2.340, -0.658, 0.902], [-2.962, 1.546, 1.529], [-2.124, 3.342, -0.406], [0.417, 1.808, -2.325], [-0.939, 2.914, -2.750], [-1.043, 1.273, -3.257], [1.229, -1.252, 0.692], [1.436, -2.700, 0.231], [2.238, -0.798, 1.758], [1.350, -0.637, -0.195], [0.252, -1.077, 1.122], [2.279, -3.209, 0.708], [1.901, -1.023, 2.763], [1.620, -2.757, -0.840], [0.569, -3.341, 0.391], [3.245, -1.196, 1.586], [2.444, 0.270, 1.672]],
  "atomic_forces_ev_per_a": [[-0.81, -0.47, 0.20], [-0.90, 0.13, -0.27], [1.14, 0.56, 0.23], [-0.26, 0.13, -0.96], [-0.48, -0.28, -0.27], [0.11, -0.59, 0.60], [0.57, -0.16, 0.20], [0.06, 0.64, -0.20], [-0.28, -0.05, 0.63], [0.03, 0.02, -0.33], [0.19, 0.31, 0.19], [0.47, -0.15, -0.11], [1.00, -0.15, 0.24], [-0.22, -0.57, -0.02], [0.67, 0.32, -0.69], [-0.29, 0.29, 0.12], [-0.30, -0.09, -0.33], [-0.03, 0.23, 0.12], [0.12, -0.11, 0.20], [0.06, 0.12, -0.10], [-0.11, 0.07, 0.15], [-0.24, -0.46, 0.14], [-0.48, 0.25, 0.25]]
}



Entry 2:
{
  "formula": "C7H14N2",
  "method": "ωB97M-V/def2-TZVPD",
  "homo_lumo_gap_ev": 9.524,
  "fmax_ha_per_bohr": 0.1520,
  "de_lowest_kj_mol": 311.20,
  "total_energy_ev": -10463.142,
  "e_homo_ev": -8.618,
  "elements": ["C", "C", "C", "C", "C", "C", "C", "H", "H", "H", "H", "H", "H", "H", "H", "H", "H", "H", "H", "H", "H", "N", "N"],
  "coordinates": [[1.727, -0.379, 1.250], [1.462, 0.055, -0.191], [2.383, 0.529, -0.989], [-0.041, 0.047, -0.461], [-0.936, -1.100, -0.002], [-2.080, -0.180, 0.408], [-0.978, 0.995, 0.337], [0.981, 0.085, 1.922], [2.767, 0.013, 1.455], [1.710, -1.419, 1.322], [2.105, 0.752, -2.078], [3.406, 0.471, -0.642], [-0.081, 0.306, -1.528], [-0.328, -1.394, 0.900], [0.015, -2.184, -1.471], [-1.326, -3.176, -0.574], [-2.373, -0.440, 1.472], [-2.926, 0.067, -0.262], [-0.621, 1.307, 1.282], [-0.536, 2.801, -0.607], [-1.993, 2.777, -0.116], [-1.012, -2.093, -0.921], [-1.324, 2.161, -0.507]],
  "atomic_forces_ev_per_a": [[1.75, 2.88, -0.78], [-2.59, -0.54, 2.53], [-0.02, -0.23, -2.31], [0.82, 1.20, -0.96], [2.55, 1.04, 1.90], [0.69, 1.28, 1.61], [-1.10, 0.24, -1.82], [0.59, -0.34, -0.18], [-1.08, -0.64, 0.43], [-0.01, -1.76, 0.37], [0.72, -0.05, 1.72], [0.19, 0.39, -0.39], [-0.91, -0.21, 0.09], [-1.35, -0.04, 0.06], [-3.75, -0.02, 2.05], [1.33, 4.11, -1.01], [-0.27, 0.61, -1.35], [0.57, -0.66, 0.24], [0.48, 0.06, 1.21], [0.34, -0.58, -0.10], [-1.20, 0.22, 0.78], [1.61, -6.64, -3.80], [0.63, -0.32, -0.29]]
}



Entry 3:
{
  "formula": "C7H14N2",
  "method": "ωB97M-V/def2-TZVPD",
  "homo_lumo_gap_ev": 9.537,
  "fmax_ha_per_bohr": 0.0251,
  "de_lowest_kj_mol": 51.16,
  "total_energy_ev": -10465.837,
  "e_homo_ev": -8.635,
  "elements": ["C", "C", "C", "H", "H", "H", "H", "H", "H", "H", "H", "C", "C", "C", "C", "N", "N", "H", "H", "H", "H", "H", "H"],
  "coordinates": [[-0.246, -1.205, 2.338], [1.197, -1.485, 1.829], [-0.883, 0.117, 1.924], [-0.875, -2.051, 2.032], [-0.266, -1.305, 3.421], [1.615, -0.576, 1.399], [-1.570, 0.084, 1.078], [1.213, -2.348, 1.170], [1.803, -1.735, 2.696], [-1.382, 0.612, 2.757], [-0.093, 0.798, 1.590], [-0.391, -1.055, -1.592], [-0.752, 2.441, -2.079], [-0.221, 0.382, -1.877], [0.944, 1.085, -1.908], [-1.281, 1.259, -1.980], [0.609, 2.402, -2.093], [-1.341, 3.316, -2.314], [1.313, 3.090, -1.888], [1.933, 0.669, -2.017], [-0.593, -1.238, -0.533], [0.453, -1.693, -1.869], [-1.185, -1.564, -2.085]],
  "atomic_forces_ev_per_a": [[-0.26, -0.93, -0.10], [-0.71, 0.29, 0.86], [0.54, 0.59, -0.21], [-0.05, 0.19, -0.15], [0.15, 0.28, 0.15], [0.12, -0.23, -0.36], [-0.11, -0.31, 0.09], [0.20, 0.23, -0.36], [0.27, -0.08, -0.03], [-0.13, -0.09, -0.04], [-0.04, 0.10, 0.13], [0.41, -1.10, 0.47], [-0.33, 0.58, -0.49], [-0.04, 0.28, 0.30], [-0.05, -1.03, -0.58], [-0.01, -0.41, 0.06], [0.60, -0.41, 0.42], [0.26, 0.19, 0.34], [-0.50, 0.57, -0.34], [0.17, 0.41, 0.33], [0.18, 0.16, 0.04], [0.38, 0.49, 0.18], [-1.06, 0.21, -0.71]]
}



Entry 4:
{
  "formula": "C7H14N2",
  "method": "ωB97M-V/def2-TZVPD",
  "homo_lumo_gap_ev": 9.365,
  "fmax_ha_per_bohr": 0.0224,
  "de_lowest_kj_mol": 21.63,
  "total_energy_ev": -10466.143,
  "e_homo_ev": -8.536,
  "elements": ["C", "C", "C", "C", "N", "N", "H", "H", "H", "H", "H", "H", "C", "C", "C", "H", "H", "H", "H", "H", "H", "H", "H"],
  "coordinates": [[3.239, 2.100, 1.902], [1.124, 1.103, 0.809], [2.279, 1.824, 0.770], [1.525, 1.796, -1.223], [0.653, 1.075, -0.478], [2.511, 2.263, -0.509], [0.630, 0.562, 1.597], [-0.233, 0.702, -0.780], [3.092, 3.123, 2.250], [4.243, 2.006, 1.486], [1.330, 2.003, -2.261], [3.098, 1.354, 2.679], [-2.150, -1.160, -0.381], [-3.096, -2.261, 0.153], [-1.213, -1.775, -1.416], [-2.701, -0.309, -0.761], [-1.581, -0.751, 0.462], [-2.727, -2.625, 1.108], [-3.027, -3.144, -0.489], [-0.605, -1.125, -2.055], [-0.500, -2.433, -0.912], [-4.128, -1.921, 0.165], [-1.761, -2.408, -2.113]],
  "atomic_forces_ev_per_a": [[-0.33, -0.08, -1.10], [-0.08, -0.31, 0.15], [0.24, -0.14, 0.55], [-0.45, 0.18, -0.25], [-0.17, 0.16, -0.07], [0.20, 0.05, -0.02], [0.03, 0.07, 0.08], [0.19, -0.03, 0.00], [0.13, -0.12, 0.29], [0.05, 0.08, 0.25], [0.16, -0.06, -0.11], [0.03, 0.21, 0.26], [0.21, -0.25, 0.18], [0.58, 0.01, -0.41], [0.50, -0.28, -0.25], [-0.28, 0.05, -0.37], [0.07, -0.07, -0.09], [-0.42, 0.18, 0.34], [-0.24, 0.16, -0.15], [-0.18, 0.35, 0.32], [-0.03, -0.03, 0.00], [-0.03, -0.15, 0.40], [-0.18, 0.03, -0.01]]
}



Entry 5:
{
  "formula": "C7H14N2",
  "method": "ωB97M-V/def2-TZVPD",
  "homo_lumo_gap_ev": 9.846,
  "fmax_ha_per_bohr": 0.0903,
  "de_lowest_kj_mol": 423.35,
  "total_energy_ev": -10461.979,
  "e_homo_ev": -8.793,
  "elements": ["C", "C", "C", "C", "C", "C", "C", "H", "H", "H", "H", "H", "H", "H", "H", "H", "H", "H", "H", "H", "H", "N", "N"],
  "coordinates": [[1.622, -0.392, -0.411], [1.660, 1.180, -0.234], [0.296, 1.783, 0.297], [-0.720, 0.495, -0.059], [-1.896, -0.264, 0.489], [-1.210, -1.551, -0.032], [0.153, -0.675, 0.133], [2.765, -1.409, 1.160], [2.849, -1.938, -0.497], [1.592, -0.610, -1.467], [2.586, 1.473, 0.376], [2.016, 1.537, -1.098], [0.130, 2.879, 0.003], [0.521, 1.804, 1.406], [-1.141, 0.669, -1.050], [-1.951, -0.144, 1.650], [-3.263, 1.230, -0.336], [-3.229, -0.197, -1.199], [-1.214, -2.359, 0.796], [-1.684, -1.793, -1.080], [0.491, -0.733, 1.270], [2.783, -1.054, 0.115], [-3.155, 0.066, -0.233]],
  "atomic_forces_ev_per_a": [[-2.41, 0.92, 0.01], [0.39, -0.97, 3.31], [0.40, -0.98, 1.15], [2.25, 3.77, 0.07], [-1.52, 1.11, 0.79], [0.30, -1.09, 1.40], [1.80, -0.96, 1.27], [-0.43, 1.17, -2.73], [0.30, 1.55, 1.69], [0.29, 0.07, -0.54], [-1.53, -0.62, 0.06], [0.47, 1.63, -3.81], [-0.19, -1.86, -0.01], [-0.95, 0.05, -0.90], [1.15, -0.15, -0.69], [-0.43, -0.60, -2.09], [0.42, -4.08, 0.74], [0.64, -0.65, -0.27], [-0.34, 0.70, -2.07], [1.50, 0.07, 2.03], [-1.52, -0.01, -1.62], [0.39, -3.37, 0.79], [-0.95, 4.31, 1.44]]
}



Entry 6:
{
  "formula": "C7H14N2",
  "method": "ωB97M-V/def2-TZVPD",
  "homo_lumo_gap_ev": 9.442,
  "fmax_ha_per_bohr": 0.0204,
  "de_lowest_kj_mol": 20.80,
  "total_energy_ev": -10466.151,
  "e_homo_ev": -8.621,
  "elements": ["C", "C", "C", "C", "N", "N", "H", "H", "H", "H", "H", "H", "C", "C", "C", "H", "H", "H", "H", "H", "H", "H", "H"],
  "coordinates": [[-0.017, -2.944, -1.290], [1.473, -0.860, -1.039], [0.884, -2.000, -0.577], [2.114, -1.261, 1.021], [2.261, -0.387, -0.028], [1.309, -2.232, 0.712], [1.306, -0.290, -1.935], [2.698, 0.517, 0.048], [-1.020, -2.897, -0.866], [0.325, -3.972, -1.165], [2.798, -1.207, 1.853], [-0.043, -2.721, -2.353], [-1.329, 1.362, 0.122], [-1.418, 1.201, 1.632], [-1.096, 2.838, -0.305], [-0.570, 0.710, -0.303], [-2.281, 1.091, -0.338], [-0.539, 1.635, 2.110], [-2.063, 3.298, -0.516], [-0.637, 3.456, 0.467], [-1.306, 0.150, 1.926], [-2.303, 1.668, 2.062], [-0.544, 2.845, -1.239]],
  "atomic_forces_ev_per_a": [[-0.06, -0.09, 0.25], [-0.46, 0.36, -0.33], [0.35, 0.07, 0.07], [0.66, 0.42, -0.70], [-0.01, -0.15, 0.83], [-0.06, -0.53, 0.16], [0.12, -0.10, -0.16], [0.05, -0.13, -0.24], [-0.11, 0.02, -0.14], [0.08, 0.05, 0.00], [-0.41, 0.04, 0.32], [-0.15, 0.05, -0.09], [-0.38, 0.94, -0.02], [0.79, -0.53, 0.12], [-0.58, -0.60, -0.03], [0.12, -0.03, 0.12], [0.06, -0.39, 0.04], [0.04, 0.43, -0.03], [0.00, 0.11, 0.01], [0.36, -0.16, -0.10], [-0.65, 0.06, -0.08], [-0.04, -0.17, 0.00], [0.28, 0.34, -0.02]]
}



Entry 7:
{
  "formula": "C7H14N2",
  "method": "ωB97M-V/def2-TZVPD",
  "charge": 1,
  "homo_lumo_gap_ev": [10.297, 6.486],
  "fmax_ha_per_bohr": 0.0504,
  "spin_multiplicity": 2,
  "de_lowest_kj_mol": 71.29,
  "total_energy_ev": -10457.344,
  "e_homo_ev": [-14.241, -14.250],
  "elements": ["C", "C", "C", "H", "H", "H", "H", "H", "H", "H", "H", "C", "C", "C", "C", "N", "N", "H", "H", "H", "H", "H", "H"],
  "coordinates": [[-1.054, 1.376, -1.291], [-0.292, 1.845, -2.545], [-0.055, 1.322, -0.110], [-1.903, 2.081, -1.181], [-1.524, 0.388, -1.322], [-0.572, 2.884, -2.739], [-0.506, 1.162, 0.866], [0.654, 0.582, -0.483], [-0.657, 1.373, -3.467], [0.780, 1.735, -2.446], [0.456, 2.296, -0.029], [-0.594, -2.339, -0.110], [-0.100, -1.221, 2.262], [0.234, -1.883, 1.062], [1.995, -0.827, 1.669], [0.961, -0.510, 2.654], [1.541, -1.641, 0.778], [-1.134, -1.087, 2.558], [0.938, 0.045, 3.498], [-1.534, -2.790, 0.161], [0.005, -2.972, -0.751], [2.994, -0.412, 1.660], [-0.633, -1.408, -0.694]],
  "atomic_forces_ev_per_a": [[-0.31, 0.63, 0.44], [-1.34, -0.12, -0.61], [-0.38, 1.27, -1.02], [0.49, -0.39, 0.50], [0.09, -0.01, -0.63], [0.55, 0.10, 0.30], [-0.05, -0.52, 0.03], [0.32, -0.11, 0.83], [0.34, -0.33, 0.29], [0.22, -0.01, -0.15], [0.02, -0.38, -0.07], [0.88, 0.32, 1.24], [-0.67, 1.11, 0.17], [0.70, -0.42, -2.46], [-0.74, 0.22, 0.98], [-0.22, -1.41, -1.10], [0.35, 0.01, 0.22], [0.33, -0.02, 0.77], [0.55, 0.25, -0.08], [-0.40, 0.19, -0.17], [0.15, -0.44, 0.12], [-0.14, 0.10, 0.39], [-0.71, -0.04, 0.00]]
}



Entry 8:
{
  "formula": "C7H14N2O",
  "method": "ωB97M-V/def2-TZVPD",
  "homo_lumo_gap_ev": 10.007,
  "fmax_ha_per_bohr": 0.0350,
  "de_lowest_kj_mol": 10.83,
  "total_energy_ev": -12513.828,
  "e_homo_ev": -9.156,
  "elements": ["C", "C", "C", "C", "N", "C", "N", "C", "C", "H", "H", "H", "H", "H", "H", "H", "H", "H", "H", "H", "H", "O", "H", "H"],
  "coordinates": [[-0.178, -1.464, -1.703], [-0.155, 0.008, -1.345], [-0.669, 0.344, 0.043], [0.081, -0.367, 1.180], [1.413, 0.152, 1.454], [-0.792, -0.389, 2.438], [-0.328, 0.292, 3.494], [0.945, 0.857, -1.930], [-0.467, 0.996, -2.439], [-0.107, -1.604, -2.790], [0.662, -2.008, -1.245], [-1.113, -1.934, -1.359], [-0.602, 1.432, 0.209], [-1.734, 0.077, 0.107], [0.192, -1.431, 0.917], [2.111, -0.348, 0.915], [1.482, 1.129, 1.182], [1.349, 1.668, -1.322], [1.679, 0.368, -2.573], [-0.697, 0.602, -3.430], [-1.019, 1.898, -2.171], [-1.794, -1.103, 2.517], [0.655, 0.534, 3.519], [-0.913, 0.291, 4.332]],
  "atomic_forces_ev_per_a": [[0.01, -0.17, -0.05], [-0.01, 0.10, -0.03], [-0.14, 0.05, 0.02], [-0.33, -0.40, -0.14], [0.31, 0.28, -0.12], [-0.44, -1.73, 0.24], [-0.07, 0.69, 0.76], [0.26, -0.01, 0.01], [-0.20, 0.09, -0.08], [0.02, 0.03, 0.27], [-0.22, 0.10, -0.09], [0.24, 0.12, -0.12], [-0.03, -0.18, -0.02], [0.23, 0.01, 0.00], [-0.15, 0.31, 0.11], [-0.08, 0.08, 0.08], [0.01, -0.11, 0.02], [-0.12, -0.22, -0.20], [-0.22, 0.16, 0.17], [0.08, 0.12, 0.30], [0.17, -0.26, -0.08], [0.40, 0.98, -0.59], [-0.31, 0.10, 0.01], [0.61, -0.12, -0.49]]
}



Entry 9:
{
  "formula": "C7H14N2O",
  "method": "ωB97M-V/def2-TZVPD",
  "homo_lumo_gap_ev": 9.524,
  "fmax_ha_per_bohr": 0.0221,
  "de_lowest_kj_mol": 36.26,
  "total_energy_ev": -12513.565,
  "e_homo_ev": -8.800,
  "elements": ["C", "C", "C", "C", "C", "C", "C", "H", "H", "H", "H", "H", "H", "H", "H", "H", "H", "H", "H", "H", "H", "N", "N", "O"],
  "coordinates": [[-1.950, -0.359, -0.477], [-3.659, 0.368, 0.951], [-4.233, 0.035, -0.391], [-3.254, -0.337, -1.230], [3.086, 1.683, -0.293], [2.630, 0.303, -0.693], [2.607, -0.627, 0.504], [-1.606, 0.224, 1.492], [-4.007, -0.378, 1.677], [-3.928, 1.371, 1.315], [-5.292, 0.055, -0.614], [-3.333, -0.543, -2.293], [3.122, 2.365, -1.149], [4.092, 1.591, 0.132], [2.465, 2.117, 0.478], [3.301, -0.117, -1.464], [1.640, 0.341, -1.170], [2.020, -0.162, 1.305], [3.618, -0.707, 0.912], [1.146, -2.035, 0.173], [2.475, -2.674, 0.835], [-2.242, 0.228, 0.712], [2.171, -1.988, 0.151], [-0.867, -0.753, -0.865]],
  "atomic_forces_ev_per_a": [[-0.08, 0.34, -1.08], [-0.18, -0.18, 0.02], [0.48, -0.23, -0.69], [-0.35, 0.22, 0.34], [0.68, 0.07, -0.19], [-0.27, -0.41, -0.68], [0.21, -0.49, 0.09], [0.19, -0.10, -0.21], [-0.02, 0.17, 0.14], [0.04, -0.26, -0.19], [0.09, 0.20, 0.03], [0.03, -0.25, 0.32], [0.02, -0.06, 0.19], [-0.01, 0.27, -0.09], [-0.33, 0.15, 0.18], [-0.17, 0.12, 0.34], [0.07, -0.08, 0.24], [-0.22, -0.03, 0.02], [0.09, 0.04, -0.08], [0.45, 0.13, -0.34], [0.15, 0.21, 0.00], [0.02, 0.10, 1.09], [-0.73, 0.10, 0.24], [-0.16, -0.03, 0.29]]
}



Entry 10:
{
  "formula": "C7H14N2O3",
  "method": "ωB97M-V/def2-TZVPD",
  "charge": 2,
  "homo_lumo_gap_ev": 6.951,
  "fmax_ha_per_bohr": 0.0816,
  "total_energy_ev": -16581.435,
  "e_homo_ev": -17.848,
  "elements": ["C", "C", "C", "C", "C", "C", "C", "N", "N", "O", "O", "O", "H", "H", "H", "H", "H", "H", "H", "H", "H", "H", "H", "H", "H", "H"],
  "coordinates": [[-0.891, -0.473, 0.931], [1.119, 1.308, -0.046], [1.977, 0.217, 0.691], [-1.079, 0.076, -0.391], [2.602, -0.750, -0.229], [-1.967, 1.389, -0.420], [-1.707, -0.974, -1.366], [1.067, -0.384, 1.747], [0.198, 0.585, -0.904], [0.736, 0.110, -1.910], [-1.727, -0.925, 1.705], [1.399, -1.642, 1.910], [0.656, 2.037, 0.658], [1.670, 2.108, -0.590], [2.740, 0.845, 1.142], [3.679, -0.521, -0.275], [2.056, -0.839, -1.222], [2.529, -1.775, 0.298], [-3.073, 1.249, -0.106], [-2.150, 1.607, -1.439], [-1.828, 2.214, 0.291], [-2.799, -1.021, -1.424], [-1.275, -1.987, -1.077], [-1.349, -0.656, -2.463], [-2.704, -0.816, 1.641], [1.061, -2.022, 2.799]],
  "atomic_forces_ev_per_a": [[3.52, 0.28, 0.52], [-0.31, 2.60, 0.86], [-1.52, 0.23, -1.03], [-3.23, 1.57, -1.51], [0.53, -2.31, 0.69], [-3.03, -0.55, 1.91], [2.01, -0.51, -1.77], [-1.66, 0.07, 0.09], [3.38, -1.54, -1.96], [-2.32, 1.60, 2.05], [-0.43, -0.22, 1.22], [-0.20, -0.97, 1.66], [-0.58, -1.27, 0.02], [0.32, -1.45, -0.46], [-0.06, -0.11, 0.94], [-0.52, -0.15, -0.80], [1.18, -0.15, 0.85], [0.30, 1.43, -1.36], [1.55, -0.99, -0.32], [0.49, 0.90, -1.08], [1.28, -0.03, -0.65], [0.24, 0.29, 0.60], [-0.63, 1.09, -0.88], [-0.75, -1.00, 2.44], [-0.03, -0.03, -0.56], [0.48, 1.22, -1.49]]
}